DFT (the ωB97M-V functional and the def2-TZVPD basis) results for C4H4O in the gas phase.

Output
**2S+1**: 1
**HOMO**: -0.382 Eh
**Relative energy (zero: lowest compared OMol25 entry of this formula, charge and spin)**: 131.4 kJ/mol
**Total energy**: -229.97791 Eh
**Molecular weight**: 68.075 g/mol
**HOMO-LUMO gap**: 10.733 eV
**SMILES**: CC#CC=O
**LUMO**: 0.34 eV

Last column: Löwdin charge in e.
CARTESIAN COORDINATES (ANGSTROEM)
C 1.0808 1.4732 -0.0916  -0.09
C 0.2169 0.2972 -0.0390  -0.06
C -0.4933 -0.6788 0.0052  0.03
C -1.3506 -1.8441 0.1176  -0.29
O -1.4302 -2.7137 -0.7198  0.05
H 2.0200 1.2415 -0.6028  0.08
H 1.3115 1.8304 0.9165  0.08
H 0.5874 2.2836 -0.6373  0.08
H -1.9424 -1.8892 1.0513  0.12

***

DFT (the ωB97M-V functional and the def2-TZVPD basis) results for 3 unconnected molecules or ions with the total composition C12H26B3F9O16P4 in a non-equilibrium geometry.

Output
**2S+1**: 1
**HOMO**: -0.322 Eh
**Relative energy (zero: lowest compared OMol25 entry of this formula, charge and spin)**: 647.2 kJ/mol
**Total energy**: -4015.61308 Eh
**Molecular weight**: 753.638 g/mol
**HOMO-LUMO gap**: 5.847 eV
**SMILES**: O=P(O)(O)B1OB(CCC(F)(F)C(F)(F)C(F)(F)C(F)(F)F)OB(P(O)O)O1.COP(=O)(OC)OC.COP(=O)(OC)OC
**LUMO**: -2.93 eV

Last column: Löwdin charge in e.
CARTESIAN COORDINATES (ANGSTROEM)
O 2.5937 3.2121 1.8542  -0.31
P 1.1353 3.2242 1.4103  0.68
O 1.1129 3.4631 -0.2873  -0.17
O 0.2765 4.5455 2.0835  -0.17
B 0.2205 1.5799 1.8004  -0.43
O 0.5815 0.6381 2.8093  0.21
B 0.7209 -0.6814 2.1978  -0.41
C 2.1442 -1.4212 2.3696  -0.04
C 2.8005 -1.9409 1.0127  -0.07
C 3.0337 -0.8200 -0.0809  -0.30
F 3.2891 0.4448 0.5274  0.08
F 1.8593 -0.6308 -0.8597  0.06
C 4.2523 -1.0783 -1.0747  -0.24
F 4.2746 0.0311 -1.9712  0.09
F 5.4395 -1.0029 -0.3423  0.12
C 4.1196 -2.3691 -1.9944  -0.21
F 2.9812 -2.3647 -2.8200  0.10
F 4.0585 -3.5816 -1.2642  0.09
C 5.3747 -2.5616 -2.9992  -0.35
F 5.4299 -1.5988 -3.9957  0.13
F 5.1682 -3.7957 -3.6601  0.10
F 6.5856 -2.7090 -2.3054  0.12
O -0.4155 -1.1743 1.4749  0.21
B -1.3368 -0.1138 1.1879  -0.50
P -3.2492 -0.4803 1.0050  0.94
O -3.6263 0.2626 -0.5191  -0.33
O -4.0677 0.4850 2.1644  -0.34
O -0.9397 1.2771 0.9757  0.12
H 0.4883 2.8171 -0.6978  0.07
H -0.6010 4.5777 1.6299  0.08
H 1.9566 -2.3507 3.0240  0.14
H 2.8504 -0.7671 2.9915  0.14
H 3.8150 -2.4083 1.2830  0.14
H 2.1900 -2.8102 0.5776  0.15
H -2.8112 0.6689 -0.8958  0.04
H -3.4843 1.1944 2.5172  0.03
C 0.4530 -2.1440 -9.6724  -0.13
O 1.0636 -2.5879 -8.4677  -0.33
P 0.6356 -1.7993 -7.0039  0.74
O -0.8596 -1.9358 -7.2395  -0.26
O 1.2066 -0.3661 -7.5944  -0.28
C 2.6025 -0.2773 -7.8795  -0.13
O 0.3762 -1.0835 -5.4647  -0.23
C 1.4794 -0.4629 -4.8111  -0.14
H -0.1510 -2.9558 -10.0801  0.09
H -0.1702 -1.2606 -9.5354  0.08
H 1.2454 -1.9005 -10.3857  0.09
H 2.7294 0.0729 -8.9042  0.09
H 3.1052 -1.2409 -7.7685  0.08
H 3.0645 0.4418 -7.1992  0.08
H 1.5919 0.5649 -5.1699  0.09
H 2.4009 -1.0209 -4.9811  0.07
H 1.2765 -0.4272 -3.7403  0.08
C -3.8808 -0.8377 6.1850  -0.13
O -5.0539 -0.0520 6.0207  -0.32
P -4.8723 1.6418 5.8211  0.76
O -3.8360 1.5099 4.7180  -0.27
O -4.1562 1.7412 7.3058  -0.27
C -4.9462 1.4016 8.4457  -0.12
O -4.8635 3.3531 5.6895  -0.23
C -5.4999 4.1160 6.7109  -0.13
H -3.7965 -1.5233 5.3403  0.09
H -2.9727 -0.2398 6.2603  0.08
H -3.9879 -1.4206 7.1039  0.09
H -4.4119 0.6538 9.0322  0.09
H -5.9221 1.0006 8.1628  0.09
H -5.0955 2.2930 9.0593  0.08
H -4.8084 4.2668 7.5454  0.09
H -6.4076 3.6241 7.0629  0.08
H -5.7594 5.0941 6.3054  0.09

***

DFT (the ωB97M-V functional and the def2-TZVPD basis) results for C3H4N2O3 in the gas phase in a non-equilibrium geometry.

Output
**2S+1**: 1
**HOMO**: -0.337 Eh
**Relative energy (zero: lowest compared OMol25 entry of this formula, charge and spin)**: 889.4 kJ/mol
**Total energy**: -451.64100 Eh
**Molecular weight**: 116.076 g/mol
**HOMO-LUMO gap**: 9.534 eV
**SMILES**: O/N=c1/ccon1O
**LUMO**: 0.36 eV

Last column: Löwdin charge in e.
CARTESIAN COORDINATES (ANGSTROEM)
C -0.3419 -0.4299 -0.1173  -0.38
C 0.8283 -1.2396 0.0629  -0.04
C 1.9120 -0.3978 -0.0669  -0.09
H -3.5194 -0.3577 0.0167  0.21
H 1.2672 -2.2466 0.6335  0.17
H 3.1812 -0.2914 0.1939  0.21
H -0.7489 2.2853 0.6312  0.10
N -1.5430 -0.7338 -0.1016  0.05
N 0.1691 0.9020 -0.6630  0.01
O -2.6406 0.1879 -0.5002  -0.13
O 1.6084 0.8145 -0.7684  -0.09
O -0.1725 1.5072 0.6794  -0.04

***

DFT (the ωB97M-V functional and the def2-TZVPD basis) results for C8H12N2O2 in the gas phase in a non-equilibrium geometry.

Output
**2S+1**: 1
**HOMO**: -0.314 Eh
**Relative energy (zero: lowest compared OMol25 entry of this formula, charge and spin)**: 143.4 kJ/mol
**Total energy**: -572.01878 Eh
**Molecular weight**: 168.196 g/mol
**HOMO-LUMO gap**: 9.160 eV
**SMILES**: Cc1ncc(CO)c(CN)c1O
**LUMO**: 0.62 eV

Last column: Löwdin charge in e.
CARTESIAN COORDINATES (ANGSTROEM)
C -3.3855 -0.6238 0.2390  -0.03
C -1.9275 -0.7124 0.1216  -0.30
C -0.1124 -2.1042 -0.1058  -0.12
C 0.8026 -1.0605 -0.2131  -0.14
C 2.3041 -1.2210 -0.3899  -0.25
C 0.2408 0.2531 -0.2475  -0.10
C 1.1059 1.4739 -0.3923  -0.18
C -1.1393 0.4219 -0.1340  -0.22
H -3.8136 -0.3459 -0.7302  0.09
H -3.6862 -1.6664 0.6287  0.11
H -3.6384 0.1345 0.9514  0.07
H 0.2972 -3.1186 -0.1282  0.11
H 2.4196 -2.3440 -0.5212  0.13
H 2.6758 -0.7213 -1.3367  0.14
H 2.9563 -1.2564 1.4473  0.12
H 1.1893 1.7302 -1.4911  0.14
H 2.1729 1.1985 -0.1326  0.11
H 1.1137 3.5008 0.0730  0.07
H 0.8797 2.4751 1.3587  0.11
H -1.0910 2.3000 0.0800  0.05
N -1.3886 -1.9116 0.1244  0.10
N 0.6330 2.6790 0.3646  0.00
O 3.1206 -0.7189 0.6364  -0.08
O -1.7292 1.6381 -0.2024  0.06

***

DFT (the ωB97M-V functional and the def2-TZVPD basis) results for C16H16ClN3O3 in the gas phase in a non-equilibrium geometry.

Output
**2S+1**: 1
**HOMO**: -0.314 Eh
**Relative energy (zero: lowest compared OMol25 entry of this formula, charge and spin)**: 953.8 kJ/mol
**Total energy**: -1469.17177 Eh
**Molecular weight**: 333.775 g/mol
**HOMO-LUMO gap**: 9.008 eV
**SMILES**: C#CCO/N=C/C1=CCCN(OC(=O)Nc2ccc(Cl)cc2)C1
**LUMO**: 0.47 eV

Last column: Löwdin charge in e.
CARTESIAN COORDINATES (ANGSTROEM)
O 1.4041 -2.7443 1.0176  0.05
Cl -5.3408 -5.3521 -2.5639  0.66
C -0.6577 7.2949 3.4340  0.10
C 0.5005 6.8753 3.0970  -0.09
N 1.8650 4.0403 1.3274  0.07
O 0.2035 -1.6777 -0.7089  0.04
O 1.5611 4.8358 2.4905  -0.19
C 0.4453 -2.6693 0.2123  -0.43
C 1.3875 1.8153 0.3240  -0.20
C 1.6781 2.1325 -0.9441  -0.03
C 1.2669 2.8540 1.4045  -0.06
C -2.7109 -5.6090 -1.8217  -0.08
C -3.8573 -3.6301 -1.0685  -0.10
C -1.5178 -5.3200 -1.0134  0.01
C -2.6769 -3.3033 -0.4194  -0.02
C -3.8629 -4.8067 -1.8553  -0.70
C -1.4836 -4.0893 -0.4143  -0.29
N -0.3947 -3.7677 0.3384  0.13
N 0.9994 -0.5432 -0.5745  -0.14
C 1.6713 6.3105 2.3079  -0.18
C 1.0229 0.3668 0.6991  -0.05
C 1.8298 1.2162 -2.1750  -0.15
C 2.0026 -0.2231 -1.6494  -0.14
H -1.6264 7.6346 3.8467  0.03
H 2.1697 3.1174 -1.1251  0.12
H 0.6617 2.6917 2.2773  0.11
H -2.8598 -6.3995 -2.5422  0.09
H -4.7547 -2.9352 -1.0161  0.13
H -0.6691 -6.0579 -0.9725  0.13
H -2.6233 -2.3908 0.1591  0.11
H 0.0412 -4.5193 0.7588  0.13
H 2.6033 6.7235 2.7064  0.11
H 1.5033 6.6098 1.2518  0.12
H 0.0865 0.3067 1.2950  0.13
H 1.7558 0.0320 1.3972  0.10
H 0.9799 1.3209 -2.8162  0.10
H 2.7230 1.4079 -2.7400  0.10
H 1.6684 -0.8946 -2.5326  0.14
H 3.0050 -0.6530 -1.3915  0.13

***

DFT (the ωB97M-V functional and the def2-TZVPD basis) results for C16H17NO3S in the gas phase in a non-equilibrium geometry.

Output
**2S+1**: 1
**HOMO**: -0.310 Eh
**Relative energy (zero: lowest compared OMol25 entry of this formula, charge and spin)**: 1301.5 kJ/mol
**Total energy**: -1298.11259 Eh
**Molecular weight**: 303.383 g/mol
**HOMO-LUMO gap**: 8.320 eV
**SMILES**: Cc1ccc(C(=O)OCC(=O)NCc2cccs2)cc1C
**LUMO**: -0.11 eV

Last column: Löwdin charge in e.
CARTESIAN COORDINATES (ANGSTROEM)
C 1.8840 3.2223 -3.4320  -0.06
C 1.4857 1.8462 -2.8336  -0.22
C 1.2686 0.6791 -3.7303  -0.04
C 1.0550 -0.4421 -3.3016  -0.10
C 0.8900 -0.5005 -1.9659  -0.12
C 1.3107 0.4855 -1.1025  0.10
C 1.6816 1.7962 -1.5509  -0.37
C 1.6060 2.7981 -0.7051  -0.07
H 2.6292 3.2445 -0.8638  0.12
H 0.9372 3.6160 -0.7504  0.10
H 1.6760 2.2825 0.3009  0.13
H 1.1632 0.1670 -0.1983  0.07
C 0.6411 -1.8644 -1.4668  -0.26
O 0.5705 -3.0865 -2.1907  -0.07
O 0.6412 -2.0814 -0.1979  -0.05
C 0.5774 -3.3213 0.4596  0.00
H 1.3079 -3.5412 1.1677  0.11
H 0.3472 -4.0536 -0.3082  0.11
C -0.9030 -3.4077 1.3820  -0.42
O -1.0214 -4.2650 2.0542  0.20
N -1.5299 -2.0891 1.1984  0.03
H -0.8824 -1.4430 0.6581  0.16
C -2.5476 -1.9179 2.1066  -0.26
C -2.1160 -0.7095 3.0383  -0.71
C -2.9602 0.4806 2.7965  0.05
C -2.2663 1.4122 4.0216  -0.20
C -1.3824 0.9705 4.8457  -0.21
S -1.2364 -1.0210 4.3250  0.97
H -0.6926 1.2246 5.6165  0.05
H -2.4186 2.5191 4.1341  0.10
H -3.4905 0.8533 2.1586  -0.04
H -3.5704 -1.5101 1.4222  0.18
H -2.8114 -2.7657 2.7099  0.10
H 0.9341 -1.1638 -4.0057  0.12
H 1.4218 1.0443 -4.9029  0.17
H 1.8653 3.0222 -4.6050  0.08
H 0.9021 3.9515 -3.2343  0.13
H 3.0332 3.5680 -3.0500  0.15

***

DFT (the ωB97M-V functional and the def2-TZVPD basis) results for 2 unconnected molecules or ions with the total composition C4H13N in a non-equilibrium geometry.

Output
**2S+1**: 2
**HOMO (alpha / beta)**: -0.535 / -0.535 Eh
**Relative energy (zero: lowest compared OMol25 entry of this formula, charge and spin)**: 64.6 kJ/mol
**Total energy**: -214.57426 Eh
**Molecular weight**: 75.155 g/mol
**⟨S²⟩**: 0.75
**HOMO-LUMO gap (alpha / beta)**: 11.115 / 5.915 eV
**Charge**: +1
**LUMO (alpha / beta)**: -3.45 / -8.64 eV

Last column: Löwdin charge in e.
CARTESIAN COORDINATES (ANGSTROEM)
C 0.3378 -1.1459 1.9083  -0.17
C 1.5196 -1.5879 1.0463  -0.17
H 0.0895 -1.9265 2.6282  0.07
H -0.4943 -0.6086 1.4639  0.04
H 0.7274 -0.3328 2.5561  0.07
H 1.0552 -1.8996 0.0922  0.05
H 2.0999 -0.7429 0.6598  0.05
H 2.1929 -2.3314 1.4424  0.07
C -1.6576 0.3444 -1.6105  -0.01
N -0.2637 0.5525 -1.2114  0.10
C -0.0901 1.9234 -0.6456  -0.01
H -2.2578 0.6779 -0.7729  0.11
H -2.0092 0.8008 -2.5497  0.14
H -1.6165 -0.7398 -1.8445  0.13
H 0.4447 0.3760 -1.9301  0.18
H -0.3735 2.6758 -1.3668  0.12
H 0.9039 1.9699 -0.1851  0.11
H -0.6082 1.9946 0.3192  0.11

***

Q: Which value of 2S+1 does entry 7 give?
A: 2